1.
Computed, not measured: 2 unconnected molecules or ions with the total composition C3H11NO at a distorted geometry, with ωB97M-V/def2-TZVPD.

* maximum force: 1.47 eV/Å
* frontier orbital gap (alpha / beta): 3.11 / 9.15 eV
* relative energy (zero: lowest compared OMol25 entry of this formula, charge and spin): 0.385 eV
* multiplicity: 2
* HOMO energy (alpha / beta): 0.04631 / -0.18027 Ha
* E_LUMO (alpha / beta): 4.37 / 4.24 eV
* net charge: -1
* expectation value of S²: 0.750

Atoms and positions in Å:
C -0.65748 1.16487 0.02803
N 0.17034 0.00323 0.15238
C -0.36648 -0.86086 1.18026
C 1.58735 0.19912 0.17079
H -1.67273 0.91893 -0.29218
H -0.80998 1.70014 0.98970
H -0.27978 1.96123 -0.61575
H 0.23847 -1.76340 1.25656
H -1.42463 -1.09053 1.02802
H -0.39256 -0.33919 2.15459
H 1.97030 0.52876 1.15849
H 2.10591 -0.73374 -0.07912
H 1.79212 0.97745 -0.56868
H -0.40633 -1.03719 -1.50333
H -0.78395 -0.48370 -2.86237
O -1.07056 -1.14511 -2.19740

***

2.
Computed, not measured: 2 unconnected molecules or ions with the total composition C3H11NO at a distorted geometry, with ωB97M-V/def2-TZVPD.

* maximum force: 3.30 eV/Å
* frontier orbital gap: 9.35 eV
* relative energy (zero: lowest compared OMol25 entry of this formula, charge and spin): 2.662 eV
* HOMO energy: -0.30687 Ha
* E_LUMO: 1.00 eV

Atoms and positions in Å:
C -1.21773 -1.11932 -0.51174
N -0.16251 -0.09296 -1.12407
C 0.18492 -0.49797 -2.44909
H -1.78008 -0.74566 0.35239
H -2.06277 -1.39393 -1.29981
H -0.63591 -2.06108 -0.21234
H -0.20798 0.87682 -0.74343
H 0.50177 0.16750 -3.19749
H -0.79773 -0.78170 -2.87782
H 0.95497 -1.39949 -2.43186
C 0.74705 1.53236 2.20350
O 0.42154 0.15772 1.82797
H 0.19438 1.50918 3.20248
H 1.87363 1.57496 2.30672
H 0.42385 2.31069 1.49911
H 1.01569 -0.15875 1.19079

***

3.
Computed, not measured: 2 unconnected molecules or ions with the total composition C3H11NO2 at a distorted geometry, with ωB97M-V/def2-TZVPD.

* maximum force: 2.32 eV/Å
* frontier orbital gap: 10.21 eV
* relative energy (zero: lowest compared OMol25 entry of this formula, charge and spin): 0.883 eV
* HOMO energy: -0.34629 Ha
* E_LUMO: 0.79 eV

Atoms and positions in Å:
C 1.13404 0.36034 -1.53282
C 0.15435 -0.62678 -0.89989
N -0.20319 -0.16802 0.46029
C -1.48662 -0.64676 0.83167
O -2.54415 0.26107 0.45617
H 1.31818 0.07983 -2.57005
H 2.02972 0.47623 -0.94438
H 0.49665 1.27433 -1.70899
H -0.76971 -0.63602 -1.47671
H 0.53944 -1.64214 -0.85433
H -0.08110 0.80916 0.67385
H -1.55971 -0.95783 1.87231
H -1.68522 -1.64028 0.41205
H -3.21325 0.16144 1.14325
O 2.26032 0.81454 1.47226
H 2.14459 1.75847 1.47666
H 1.46566 0.32244 1.18865

***

4.
Computed, not measured: 2 unconnected molecules or ions with the total composition C3H11NO2 at a distorted geometry, with ωB97M-V/def2-TZVPD.

* maximum force: 6.23 eV/Å
* frontier orbital gap: 10.54 eV
* relative energy (zero: lowest compared OMol25 entry of this formula, charge and spin): 1.645 eV
* HOMO energy: -0.35203 Ha
* E_LUMO: 0.96 eV

Atoms and positions in Å:
C -1.43073 -0.94042 0.17755
C -0.49144 0.04243 0.86649
O -0.53416 1.28183 0.14210
C 0.93130 -0.53740 0.58124
N 1.97786 0.24220 1.22098
H -0.96270 -1.68670 -0.56719
H -1.76937 -1.80883 0.83722
H -2.33073 -0.42917 -0.32970
H -0.71902 0.21145 1.90740
H 0.23962 1.62733 0.44308
H 0.76683 -1.63113 0.79956
H 1.20110 -0.67333 -0.56324
H 2.79056 -0.20179 1.23498
H 1.82259 0.40945 2.16775
O -0.48471 -0.01771 -2.50584
H -0.32207 0.32851 -3.37092
H -0.46567 0.65816 -1.94757

***

5.
Computed, not measured: 3 unconnected molecules or ions with the total composition C3H11NO2 at a distorted geometry, with ωB97M-V/def2-TZVPD.

* maximum force: 1.51 eV/Å
* frontier orbital gap: 9.97 eV
* relative energy (zero: lowest compared OMol25 entry of this formula, charge and spin): 1.701 eV
* HOMO energy: -0.32990 Ha
* E_LUMO: 0.99 eV

Atoms and positions in Å:
C 1.26110 0.26323 -0.06281
C 0.76702 -0.57969 -0.98202
C 0.33148 -0.22338 -2.37712
N 0.53157 1.18081 -2.66698
H 0.85104 0.13915 0.92935
H 1.68519 1.22034 -0.30705
H 0.48679 -1.52833 -0.54194
H -0.73872 -0.45708 -2.37528
H 0.71404 -0.98924 -3.07338
H 1.50973 1.40477 -2.51497
H 0.40357 1.30865 -3.66767
O -1.27636 4.98786 4.08469
H -0.97905 5.82355 3.70056
H -2.22859 5.13919 3.99798
O -0.93787 -5.78436 1.59733
H -1.72075 -6.32115 1.76099
H -0.66019 -5.58433 2.49834

***

6.
Computed, not measured: 3 unconnected molecules or ions with the total composition C3H11NO2 at a distorted geometry, with ωB97M-V/def2-TZVPD.

* maximum force: 1.64 eV/Å
* frontier orbital gap: 10.38 eV
* relative energy (zero: lowest compared OMol25 entry of this formula, charge and spin): 1.296 eV
* HOMO energy: -0.35442 Ha
* E_LUMO: 0.74 eV

Atoms and positions in Å:
C 1.37973 -0.16828 -0.34104
C 0.50643 0.65501 -0.93462
C -0.04728 0.35544 -2.29924
N -1.38671 -0.24697 -2.17034
H 2.01326 0.20165 0.45314
H 1.35628 -1.22289 -0.58558
H 0.38628 1.66115 -0.55962
H 0.63129 -0.27877 -2.89020
H -0.14353 1.21119 -2.96753
H -1.70127 -0.59442 -3.06399
H -1.35199 -1.04684 -1.55814
O -2.08541 0.96830 1.40699
H -1.19166 0.76165 1.15970
H -2.55677 0.48945 0.73198
O 1.60675 -1.23506 4.41155
H 1.22764 -1.04238 5.27341
H 1.35696 -0.46823 3.93353

***

7.
Computed, not measured: 3 unconnected molecules or ions with the total composition C3H11NO2 at a distorted geometry, with ωB97M-V/def2-TZVPD.

* maximum force: 2.73 eV/Å
* frontier orbital gap: 8.90 eV
* relative energy (zero: lowest compared OMol25 entry of this formula, charge and spin): 1.312 eV
* HOMO energy: -0.29789 Ha
* E_LUMO: 0.79 eV

Atoms and positions in Å:
C -0.63800 0.52193 -1.22298
C 0.56444 0.01940 -0.48409
C 1.01383 0.68021 0.61026
N 1.82603 0.11706 1.61821
H -1.31078 1.05546 -0.55215
H -1.21419 -0.32607 -1.60214
H -0.52141 1.16484 -2.10279
H 1.02308 -0.96644 -0.46476
H 0.81902 1.74638 0.66742
H 2.21539 0.92921 2.07610
H 2.56755 -0.49382 1.29464
O -3.75895 -1.92720 -6.19139
H -3.23416 -1.49204 -5.53654
H -3.31679 -2.77870 -6.21487
O 0.93845 0.58647 5.90087
H 1.71941 0.19526 5.50811
H 1.30709 0.96802 6.69610

***

8.
Computed, not measured: 2 unconnected molecules or ions with the total composition C3H11NO2S at a distorted geometry, with ωB97M-V/def2-TZVPD.

* maximum force: 5.91 eV/Å
* frontier orbital gap (alpha / beta): 1.77 / 7.71 eV
* relative energy (zero: lowest compared OMol25 entry of this formula, charge and spin): 1.958 eV
* multiplicity: 2
* HOMO energy (alpha / beta): 0.03694 / -0.18378 Ha
* E_LUMO (alpha / beta): 2.78 / 2.71 eV
* net charge: -1
* expectation value of S²: 0.750

Atoms and positions in Å:
C 1.73559 -0.45214 -0.96251
O 2.54111 -0.72290 0.30302
C 0.45583 0.19056 -0.26336
C 0.06350 -0.67044 1.00572
S -0.26188 0.31634 2.40863
N -0.59379 -0.02684 -1.22256
H 2.18776 0.20961 -1.71744
H 1.36847 -1.28677 -1.49489
H 3.47098 -0.98644 0.10071
H 0.56815 1.31277 -0.05831
H 0.96837 -1.23624 1.25271
H -0.65742 -1.28486 0.68745
H 0.94682 0.48492 2.95835
H -1.33482 0.68328 -1.30275
H -0.94100 -0.95381 -1.44188
H -4.02482 1.01404 -0.48745
H -3.33572 2.11028 0.29311
O -3.15711 1.29863 -0.05856

***

9.
Computed, not measured: 2 unconnected molecules or ions with the total composition C3H11NO2SSi at a distorted geometry, with ωB97M-V/def2-TZVPD.

* maximum force: 3.77 eV/Å
* frontier orbital gap: 7.35 eV
* relative energy (zero: lowest compared OMol25 entry of this formula, charge and spin): 2.798 eV
* HOMO energy: -0.30395 Ha
* E_LUMO: -0.92 eV

Atoms and positions in Å:
C -0.99705 1.53324 -0.79115
C -1.47876 -1.58806 -1.26194
C -1.21569 -0.62109 1.69299
N 2.66507 1.25697 -0.65581
O 1.78133 0.67833 1.81677
O 2.71085 -1.23500 0.71005
Si -1.16098 -0.14405 -0.12295
S 1.85768 -0.06348 0.53853
H -0.38817 2.13456 -0.05529
H -0.25700 1.51387 -1.64600
H -2.03096 2.02382 -1.07311
H -1.75996 -2.44567 -0.59125
H -2.28845 -1.27694 -1.77585
H -0.78934 -2.02511 -1.96282
H -0.69678 -1.63498 1.65153
H -0.36021 -0.14399 2.23685
H -2.07133 -0.65651 2.28995
H 3.48766 0.68491 -0.92652
H 2.99208 2.00918 -0.07399

***

10.
Computed, not measured: 2 unconnected molecules or ions with the total composition C3H11NO2Si at a distorted geometry, with ωB97M-V/def2-TZVPD.

* maximum force: 3.17 eV/Å
* frontier orbital gap: 9.40 eV
* relative energy (zero: lowest compared OMol25 entry of this formula, charge and spin): 3.728 eV
* HOMO energy: -0.32242 Ha
* E_LUMO: 0.62 eV

Atoms and positions in Å:
C -1.54944 1.48656 -1.39942
C 2.82183 -0.63761 0.46010
C -1.38101 -1.67437 0.66231
N -0.19733 1.49826 -0.85801
O 1.95266 0.31904 0.03769
O -0.07886 -1.13507 0.43431
Si 0.32745 0.41764 0.40672
H -1.60591 0.55935 -2.03349
H -2.23637 1.62918 -0.53312
H -1.73810 2.30117 -2.21941
H 3.23292 -0.32879 1.44969
H 3.62004 -0.68677 -0.31733
H 2.40887 -1.66381 0.65855
H -2.06800 -1.18016 -0.04292
H -1.57500 -1.45516 1.70598
H -1.24057 -2.79354 0.52551
H 0.32788 2.37590 -0.85724
H -1.02108 0.96817 1.92009

***

11.
Computed, not measured: 3 unconnected molecules or ions with the total composition C3H11NO3 at a distorted geometry, with ωB97M-V/def2-TZVPD.

* maximum force: 3.47 eV/Å
* frontier orbital gap: 11.27 eV
* relative energy (zero: lowest compared OMol25 entry of this formula, charge and spin): 1.233 eV
* HOMO energy: -0.38961 Ha
* E_LUMO: 0.67 eV

Atoms and positions in Å:
C 0.49719 -0.82874 1.20888
C -0.33566 -1.49114 0.05179
C 0.16649 -1.11309 -1.25569
N -0.46786 -1.78290 -2.31142
O 0.91765 -0.11351 -1.46116
H 1.49407 -0.75151 0.76523
H 0.78774 -1.53740 1.97806
H 0.01329 0.11516 1.59854
H -0.64532 -2.60019 0.05651
H -1.34993 -1.24665 0.19183
H -0.91464 -2.68071 -2.25014
H -0.49788 -1.22462 -3.10633
O -1.25486 3.05135 1.77518
H -0.90046 2.61774 2.58574
H -0.59772 2.92597 1.14012
O 0.65828 2.36754 -0.23988
H 1.54912 2.72673 -0.03800
H 0.88049 1.56597 -0.68928

***

12.
Computed, not measured: 3 unconnected molecules or ions with the total composition C3H11NO3 at a distorted geometry, with ωB97M-V/def2-TZVPD.

* maximum force: 5.65 eV/Å
* frontier orbital gap: 10.34 eV
* relative energy (zero: lowest compared OMol25 entry of this formula, charge and spin): 2.577 eV
* HOMO energy: -0.35311 Ha
* E_LUMO: 0.73 eV

Atoms and positions in Å:
C 1.82007 1.02673 1.15102
C 1.73608 0.55619 -0.37246
N 0.84616 -0.63848 -0.47619
C 0.01388 -0.69134 -1.57353
O -1.08224 -0.13151 -1.71184
H 1.49593 2.12355 1.13560
H 1.25780 0.48847 1.92348
H 2.85099 0.94403 1.42572
H 2.78298 0.47621 -0.76081
H 1.13598 1.42054 -0.94260
H 0.25647 -0.68903 0.38806
H 0.44770 -1.14896 -2.45855
O -2.98944 -2.30877 -0.41883
H -2.50185 -1.58290 -0.83621
H -3.66666 -2.68978 -0.85104
O -1.34654 0.93271 1.08312
H -0.87889 1.19617 1.85964
H -2.17842 0.71617 1.43543